1.
75
Properties=species:S:1:pos:R:3:forces:R:3 method="wB97M-V/def2-TZVPD" e_tot_ha=-1768.191062 charge=+1 multiplicity=1 homo_lumo_gap_ev=6.10
O 8.3338 2.1248 6.3829 0.320 -0.352 -0.090
H 10.2414 1.2750 6.6694 -0.203 -0.035 0.016
C 10.1334 0.9692 -3.8291 -0.410 -0.030 -0.256
O 10.5355 3.3211 -3.4505 -0.042 0.283 0.436
H 9.7233 8.6973 5.2610 0.058 -0.035 -0.015
H 12.5114 10.4535 -0.4851 0.012 -0.151 -0.091
C 11.7591 9.8051 -0.9427 -0.277 0.579 -0.110
C 9.9396 2.7358 -1.1342 -0.484 0.962 -0.817
C 10.0062 3.6560 -2.1961 -0.188 -0.093 -0.364
H 10.9009 5.3824 4.1222 0.071 -0.019 0.149
H 13.4654 7.9177 5.2982 0.030 -0.186 -0.050
H 8.0500 -0.4922 -6.0884 0.046 0.292 0.119
H 10.2239 1.7042 4.4934 -0.260 0.408 -0.353
C 9.8939 10.7497 0.4706 0.365 0.328 -0.032
H 9.0140 0.1719 5.9528 -0.014 0.209 0.068
C 9.1434 2.6501 -5.3041 -0.034 -0.452 0.464
N 11.5023 7.8618 3.3835 -1.629 -0.792 -1.157
H 8.7451 8.3734 -0.0620 0.140 0.118 -0.099
H 9.5517 5.6537 -2.8758 -0.289 -0.280 0.201
H 10.5808 5.7281 5.8463 -0.127 -0.054 -0.261
H 9.4041 6.3365 1.9522 0.623 -2.221 -0.820
N 11.1343 8.7887 1.2319 -1.337 -1.605 0.629
H 9.5095 11.2783 -0.4077 -0.002 -0.126 0.134
H 9.0735 3.6924 -5.6169 -0.030 -0.281 0.204
C 9.0608 4.5335 0.3393 0.695 0.367 -1.080
C 9.4269 -0.0320 -4.5078 0.193 0.414 -0.098
C 8.6474 4.3162 2.8103 0.899 0.030 1.077
C 8.9024 5.2984 -0.8248 0.916 0.692 -0.155
H 8.4037 6.2652 -0.7574 0.254 -0.182 0.099
H 10.0852 7.6073 -0.9357 0.033 0.162 -0.046
C 11.4125 7.3932 4.7767 -0.454 -0.413 0.625
H 13.2259 6.1982 4.8105 0.157 0.063 -0.018
C 7.5380 3.8026 4.9371 0.445 -1.037 0.106
H 12.2080 8.8992 -1.3405 0.177 -0.005 -0.005
C 9.5560 3.2634 3.0998 0.315 0.858 -0.149
H 10.3958 3.1144 2.4069 -0.331 0.009 0.542
C 8.4364 1.6398 -5.9651 0.380 -0.047 0.148
C 10.5493 6.1373 4.8293 -0.108 -0.184 0.142
C 9.5010 2.4955 4.2705 -0.813 0.340 0.284
H 12.8776 6.4829 2.4762 -0.135 0.431 0.299
C 7.6048 4.4952 3.7535 0.016 1.227 -0.824
C 8.9013 5.3133 1.6534 -4.744 -0.739 0.558
H 10.5767 11.4321 0.9903 -0.127 -0.124 -0.020
C 10.7370 8.4852 5.6124 0.442 0.256 0.143
H 13.5467 8.0452 3.0761 -0.233 -0.433 -0.326
C 9.4956 4.9593 -2.0350 -0.163 -1.034 -0.210
C 9.1828 0.9875 6.6662 -0.440 0.392 0.430
H 9.0495 10.5274 1.1298 0.070 -0.033 -0.042
H 6.8438 5.2825 3.5602 0.574 -0.573 0.141
H 11.3344 10.3650 -1.7964 0.145 -0.288 0.422
H 9.5007 6.3492 4.5797 0.174 0.017 0.104
H 8.8834 0.6661 7.6825 0.228 0.156 -0.675
P 10.1305 8.1199 2.4257 3.260 2.273 0.298
C 12.7968 7.0523 5.3311 -0.176 0.281 0.491
C 12.6903 7.5692 2.5670 0.833 -0.086 1.501
C 9.9303 2.2964 -4.1965 -0.190 0.165 0.147
C 8.5762 0.3053 -5.5638 0.128 -0.007 0.118
C 8.4810 2.7804 5.2066 0.240 0.005 -0.420
H 11.3225 9.4126 5.5842 -0.141 -0.134 -0.035
H 7.8546 5.8896 1.5328 1.764 -1.268 0.146
C 12.4660 8.1686 1.2245 0.421 0.980 -1.315
C 9.4237 3.1779 0.0955 0.844 -0.247 0.557
H 7.7844 1.8981 -6.7999 0.211 -0.099 0.199
H 9.5649 -1.0692 -4.2092 -0.076 0.189 -0.140
H 10.2844 1.7141 -1.3457 -0.408 0.553 0.617
C 9.6318 8.5687 -0.6825 -0.085 0.088 -0.279
H 10.6756 8.1695 6.6581 -0.067 -0.009 -0.156
H 6.7482 3.9750 5.6583 0.042 0.008 -0.069
H 9.3089 9.0730 -1.6033 -0.074 -0.288 0.182
H 12.5581 7.3882 0.4430 -0.162 0.557 0.188
H 13.1901 8.9762 1.0170 -0.181 -0.556 -0.003
C 10.6276 9.4789 0.0318 -0.765 0.025 -0.469
H 10.8245 0.7329 -3.0202 -0.219 -0.002 -0.298
H 9.4081 2.3962 0.8631 -0.088 0.668 -0.159
H 12.6896 6.7713 6.3938 -0.013 0.114 -0.485

=====

2.
128
Properties=species:S:1:pos:R:3:forces:R:3 method="wB97M-V/def2-TZVPD" e_tot_ha=-3317.089752 multiplicity=1 homo_lumo_gap_ev=8.40
C 0.6022 -3.2097 2.1723 -0.382 2.531 -0.051
C -0.3418 -2.4876 -1.7395 0.870 -0.362 0.028
O -1.9392 -0.7970 1.4097 -0.439 -0.082 -0.762
H 0.7314 1.7168 -2.8241 -0.562 -0.588 0.280
H -1.3667 0.7028 5.4894 -0.606 0.039 0.532
C -2.1056 2.3383 -0.2739 -0.862 -0.909 2.165
H 3.3116 0.2850 -4.3772 0.240 -0.301 0.342
H 0.9554 -1.2871 2.9375 -0.255 -0.360 -0.312
H 2.4287 -2.6160 -4.4510 0.617 -0.542 0.596
N -6.2824 1.0732 6.4137 0.958 -0.375 1.230
H -0.0287 -4.3130 6.1335 0.155 0.608 -0.535
H -0.4194 -3.0091 1.9027 -0.699 -0.682 -0.341
H 5.1465 1.6475 -1.6377 0.136 -0.080 -0.230
O -0.9837 1.8277 -0.8569 1.765 0.076 -0.773
H -0.9998 -1.1673 -7.2660 0.659 -0.186 0.246
H 5.9677 1.3277 -7.3864 0.580 0.907 -0.372
C 0.0485 -1.4610 -7.0114 0.469 -0.127 0.959
H -2.6103 -0.1513 -1.1431 -0.176 -1.130 0.302
C 4.1445 2.0693 -1.7860 0.788 -0.047 0.793
O 4.0053 2.6148 -3.0513 -0.211 -0.169 -1.281
F 2.2381 3.2220 1.7256 0.317 -0.672 0.522
H -0.0573 -2.5595 6.4951 -0.526 0.199 0.262
C 0.7006 -0.4321 -6.0741 -2.855 0.708 0.403
F 2.8859 2.4264 3.8203 0.878 0.314 0.689
F 0.7621 3.3144 3.4740 0.631 0.023 0.524
C 1.0232 2.2980 -1.9484 2.522 0.133 -0.845
N -0.8688 -1.2153 -1.2849 -0.318 -0.218 -0.203
H -1.7769 1.8560 4.3012 -0.259 0.466 0.709
H 1.6917 -3.9132 3.8685 -0.093 -0.154 0.103
H -10.0463 4.1151 6.0670 -0.093 -0.312 -0.474
H 3.5412 1.2352 -7.2682 0.277 0.229 1.346
H 4.1068 2.9319 -1.1071 -0.367 -0.468 0.634
H 3.5752 0.4489 -0.5589 -0.548 0.792 -0.561
H 4.0132 4.3007 -4.1068 0.253 0.104 -0.252
P 1.7015 2.1429 2.8706 -1.590 0.942 -1.728
C -2.3174 -1.2249 -0.9786 0.861 2.050 0.829
H -5.3183 -0.4046 5.2147 -0.302 -0.341 0.605
O 4.4511 -1.9397 0.6923 2.005 0.133 -1.219
H 2.5994 -0.9853 -6.5779 0.274 -0.699 -1.266
H 2.0271 1.3152 -4.8951 0.956 -0.633 -0.932
C -2.4764 -0.6928 2.7241 0.034 -2.193 0.197
O -8.1927 3.0915 6.1723 -0.489 -0.659 0.237
H 1.4074 -3.2358 5.9907 0.685 -0.335 -0.091
C -9.0367 4.1926 6.4681 0.223 -0.399 0.504
F 1.0323 1.0733 3.8437 0.174 -0.597 0.875
H 5.3384 4.2298 -2.9317 0.704 -0.083 0.144
C 4.3109 3.9774 -3.1143 -1.500 0.671 -0.120
F 2.5297 0.9301 2.1192 -0.067 0.532 -0.036
C 2.7925 0.5634 -5.2814 -1.212 0.132 0.246
H -2.9088 -1.8575 -1.6169 -0.180 -0.420 -0.600
C -5.3032 -0.0071 6.2629 -0.118 1.193 -1.530
C 0.3445 -3.3049 5.8311 -0.461 0.200 -0.038
H -3.4522 -0.2573 2.8044 -0.740 0.325 -0.478
H 2.9264 -3.1352 0.3082 -0.538 -0.655 -0.497
H 6.1676 -2.2107 -0.4416 0.062 0.126 0.234
N 2.0579 -0.6379 -5.8341 1.984 1.262 1.969
C 0.8623 -2.1729 -2.6399 0.831 -0.884 1.451
H 1.6713 3.0371 -2.4833 -0.594 0.281 0.719
C 2.6111 -2.0093 2.0902 0.469 -0.015 -0.234
H -8.2702 2.1955 8.0410 0.100 -0.236 -0.343
C -8.4781 1.9343 6.9847 -1.141 0.755 0.224
H 0.5305 -1.8000 -3.6009 0.044 0.101 -0.423
C -7.6808 0.7724 6.4605 -0.042 -0.672 -0.439
C 2.7226 -3.1900 -3.5285 -0.666 0.186 -1.161
H 1.5902 -1.3845 -2.1806 -1.338 -1.116 -0.497
H 2.8886 -2.9435 2.6598 0.242 1.243 -0.306
H -0.6420 -0.5693 -2.0523 -0.707 0.079 0.644
H -8.5482 5.0683 6.0461 -0.097 0.113 0.256
C 0.6770 -0.6193 -9.1272 -0.348 -0.915 -0.716
H 0.0507 -3.1612 -0.9441 -0.429 0.629 -0.128
H -3.3059 -0.4580 6.4262 0.905 -0.685 0.083
H -0.5339 3.6140 -1.9618 -0.379 -0.390 1.209
H -1.1096 -3.0668 -2.2836 0.327 0.095 -0.091
C 5.7751 0.2829 -7.2667 1.256 0.783 0.988
H 2.0367 2.0706 -0.1820 -0.410 -0.090 -0.455
C -2.6075 -1.6522 0.4668 0.210 -0.973 0.561
H -1.9728 2.3211 6.0517 0.746 0.726 0.568
H -2.6651 1.4932 0.1271 -0.202 0.054 0.009
H -8.0743 0.6344 5.4326 -0.083 -0.559 0.265
O 1.5565 -3.4191 -2.7717 -0.536 0.871 -0.071
H 5.4606 -0.0755 -8.2067 -1.108 -0.798 -1.075
H -9.5766 1.6729 6.9075 0.898 0.278 0.063
F 0.4544 1.8453 1.8586 -0.596 -0.553 -1.154
H 3.3818 -2.5631 -2.9354 0.578 -0.035 -0.060
H -1.8663 2.9630 0.5892 -0.025 0.327 -0.072
C 5.0952 -2.3310 -0.5352 -0.524 1.085 0.193
H -0.3335 -0.2886 -9.1303 -1.219 0.289 -0.045
O 4.9364 0.1576 -6.1713 -1.201 -0.006 0.377
H 2.5399 -1.4367 0.0129 0.271 -0.016 0.119
H -2.5121 -1.6901 3.2618 0.083 0.774 -0.708
H 4.8792 -3.3342 -0.8338 -0.233 -1.080 0.265
H 1.2482 0.2732 -9.0050 0.980 0.526 0.496
H 0.8625 -1.0222 -10.1346 0.209 -0.074 0.473
H -2.6792 2.8284 -0.9986 -1.168 1.154 -0.955
C -2.0623 1.5484 5.3270 -0.197 -0.558 -1.680
H -1.8191 -0.0863 3.2853 0.864 0.676 0.391
H 0.0746 -0.5254 -5.0927 0.959 0.509 -1.386
H -5.4977 -0.7972 6.9852 -0.019 -0.017 0.006
Na 0.4369 0.0355 0.4110 -0.278 0.009 0.329
H -9.1986 4.2568 7.5563 0.400 0.373 -0.135
H -3.6619 1.0504 7.2937 -0.208 -0.311 -0.038
H 3.6645 4.5708 -2.4225 0.442 -0.391 -0.115
H 3.0690 -1.0967 2.4224 0.516 0.003 0.801
O 0.0167 -2.8866 4.5046 0.357 -1.437 -0.308
C 3.0890 -2.1351 0.6739 -0.356 -0.534 -0.214
H 0.5388 0.5867 -6.4913 -0.347 -0.222 0.225
C -0.1101 2.8950 -1.2003 0.286 0.349 -1.086
H -2.2722 -2.7311 0.6171 -0.092 1.086 -0.139
H 4.2297 2.1204 -5.7840 0.129 -0.299 -0.216
C 3.1222 1.0068 -1.4363 0.812 -1.314 0.597
C 3.9012 1.1472 -6.1829 -1.365 -1.014 -0.882
H 6.6979 -0.2071 -7.0157 0.499 -0.263 0.053
H -3.7039 -1.7135 0.6281 0.415 0.480 0.007
H 1.1258 -3.8390 1.4376 -0.403 0.095 0.295
H -7.8293 -0.1492 7.0791 -0.158 0.759 -0.520
H 4.7429 -1.7449 -1.3999 0.084 0.336 0.348
C -3.8486 0.4628 6.3742 -0.917 0.326 1.225
O -3.4510 1.2224 5.2798 0.192 -0.432 -0.852
N 1.1871 -1.8035 2.0804 -0.440 -1.482 0.690
C 0.6477 -3.7774 3.5616 -0.012 -0.311 0.171
H 3.0164 0.1509 -2.1507 0.158 1.095 -0.128
H 0.2709 3.3965 -0.2804 -0.486 -0.046 -0.557
H 3.1418 -4.1648 -3.8007 0.153 0.343 0.184
N 1.8406 1.5160 -1.0294 -0.333 -0.414 1.223
H 0.1707 -4.7851 3.4956 0.099 0.555 0.520
H 0.0612 -2.4303 -6.4658 -0.179 0.400 -0.550
O 0.8325 -1.6357 -8.1576 0.291 -0.108 -0.771
H -6.1323 1.8104 5.7657 0.398 0.591 -0.496

=====

3.
60
Properties=species:S:1:pos:R:3:forces:R:3 method="wB97M-V/def2-TZVPD" e_tot_ha=-2226.550410 multiplicity=1 homo_lumo_gap_ev=8.28
H 5.1442 9.6462 10.6334 -0.104 0.882 -0.196
H 8.4761 14.2385 16.4276 0.316 -0.002 -0.530
C 11.9114 9.0858 14.7869 0.530 -0.461 -0.213
Si 10.0736 8.8544 7.3801 1.027 -1.136 -0.071
H 12.3669 8.9263 8.4889 -0.350 -0.054 -1.478
C 8.4761 7.5927 11.5680 0.144 1.836 -0.226
N 5.6975 11.4366 11.5956 0.045 0.590 0.498
H 8.0368 5.7237 10.7560 -0.249 0.245 -0.587
C 9.5823 11.8448 15.7265 -0.040 0.488 -0.169
N 10.2489 10.8549 15.0781 0.168 -0.311 -1.403
H 8.6281 6.5689 8.3835 0.260 0.166 0.514
H 4.7672 13.1668 10.8885 0.329 0.004 0.037
C 8.5837 14.1612 15.3391 -0.173 -0.145 0.519
H 9.9683 10.8847 6.0334 -0.265 -0.109 -0.634
H 9.5653 11.3399 7.6460 0.137 -1.219 -0.394
N 11.6069 9.0160 13.4844 -0.399 0.605 0.253
C 8.3490 6.7385 10.5116 0.321 -0.521 0.622
C 12.1574 8.0934 12.7296 1.914 -1.558 1.424
H 8.4022 10.4035 6.7947 -1.092 0.004 -0.706
H 8.0631 7.3731 12.5227 -0.036 -0.334 0.770
C 8.7920 7.1930 9.2776 -0.205 -0.371 -0.974
O 11.6570 10.2746 16.7900 0.664 -0.105 0.812
H 8.5100 7.3329 5.8474 0.046 0.346 0.133
C 9.3850 8.4347 9.1064 -0.075 -0.360 -0.183
H 8.0392 15.7796 12.3974 0.344 -0.401 0.318
C 8.2788 15.1904 14.4778 0.137 0.054 -1.155
H 5.9683 13.3963 12.2124 -0.131 0.121 -0.331
H 8.0640 16.1937 14.8043 -0.318 0.035 0.363
C 9.4547 10.4961 6.9029 0.751 2.025 1.042
C 8.7414 13.7642 12.6213 0.069 -0.140 0.009
H 13.0563 8.2881 16.4345 -0.137 0.167 -0.780
C 12.8420 8.2181 15.3542 -0.042 -0.811 0.529
C 11.2598 10.1363 15.6618 -1.148 0.526 -0.116
C 13.3776 7.1601 14.5935 -1.949 2.406 -1.522
H 12.5322 9.2251 6.6626 -0.160 0.044 0.345
H 12.0310 8.1149 11.6973 -0.818 0.231 -1.700
C 9.0176 12.9624 14.7795 0.212 -0.574 -0.011
H 12.2140 7.6012 7.2886 -0.059 0.332 0.048
C 5.7430 12.8609 11.2837 0.673 0.166 0.837
C 8.3405 14.9763 13.0848 -0.602 1.530 0.675
C 5.4369 10.6986 10.4075 0.301 -1.714 -0.970
C 13.0444 7.1047 13.2279 -0.556 0.836 1.373
H 4.6604 11.2802 9.8986 -0.054 -0.697 -0.129
H 8.8499 13.5713 11.5690 -0.042 -0.228 -0.320
H 14.0043 6.4678 15.0320 1.258 -1.368 0.815
O 9.4374 12.0080 16.9178 -0.140 0.058 -0.014
N 9.0708 12.7943 13.4562 0.695 -0.996 0.483
H 6.3207 10.6279 9.7251 -0.415 0.219 0.437
N 8.9904 8.8494 11.4612 -0.065 -0.985 -0.543
C 11.9898 8.6721 7.4408 -0.258 -0.180 1.250
H 9.9698 7.9425 5.0414 -0.128 -0.141 0.426
H 13.4327 6.3015 12.6275 0.010 0.054 -0.402
H 6.5622 13.0245 10.5619 -0.421 0.275 0.078
C 6.4040 10.9594 12.6165 -0.273 0.103 -0.068
N 6.9435 10.5888 13.5725 0.169 -0.108 -0.289
S 10.2690 10.8002 10.2765 0.124 0.235 0.267
Cd 9.8322 10.5819 12.8199 0.057 0.169 0.585
C 9.4953 9.2510 10.2663 -0.229 -0.297 0.152
H 10.0438 6.5944 6.1940 0.159 0.109 0.013
C 9.5707 7.5615 6.0014 0.075 0.466 0.493

=====

| no. | LUMO level (eV) |
| --- | --- |
| 1 | -4.57 |
| 2 | 0.13 |
| 3 | 0.23 |